114
Properties=species:S:1:pos:R:3:forces:R:3:mulliken_charge:R:1 method="wB97M-V/def2-TZVPD" spin_multiplicity=2 mol_weight_g_mol=1244.78 gap_ev="5.48 / 3.90" total_charge=-2 homo_energy_ev="-2.29 / -2.29" e_above_lowest_ev=2.313
Cs 1.702261 0.585957 -1.257231 -0.62 0.84 -0.43 0.92
C -3.916874 -0.232111 4.652079 -1.04 -0.09 -0.03 -1.22
N -3.983970 -0.569170 3.226898 0.94 0.50 0.28 0.50
C -5.221059 -1.107580 2.683876 0.05 0.00 0.74 -0.91
C -2.890334 -0.405291 2.393933 0.79 -0.41 -1.64 0.55
N -2.732965 -1.082659 1.280692 0.50 0.84 1.01 -0.44
C -2.940012 -2.427876 1.122779 -0.56 -1.18 -0.14 -0.17
C -2.939762 -3.357715 2.211400 -0.27 1.06 -0.47 -0.41
C -3.047537 -4.713090 2.005619 0.09 -1.65 -0.60 -0.59
C -3.174334 -5.212964 0.678108 0.02 -0.49 1.01 -0.74
C -3.213776 -4.337982 -0.390964 0.40 0.48 -1.03 -0.34
C -3.032859 -2.928900 -0.241462 -0.08 -1.11 1.81 0.70
N -2.717054 -2.094619 -1.255320 -0.05 0.22 -3.18 -0.37
C -3.197551 -2.108483 -2.510334 0.84 0.63 2.16 0.32
N -4.554505 -2.139214 -2.718171 -1.13 -0.07 -1.09 0.39
C -5.414909 -1.821587 -1.591581 0.00 0.31 -0.52 -1.33
C -5.279804 -2.600329 -3.940441 0.52 0.08 0.98 -1.30
N -2.376671 -1.881428 -3.581178 -0.36 0.22 -0.06 0.14
C -0.936644 -2.130293 -3.434200 0.02 -0.04 0.43 -0.92
C -2.733927 -0.896803 -4.644006 -0.35 -0.99 0.47 -0.54
N -1.923094 0.547298 2.693462 -0.43 -0.87 -0.23 0.21
C -2.264258 1.878742 3.187812 0.71 -0.53 0.36 -1.15
C -0.597689 0.463360 2.029246 -0.20 1.02 0.04 -0.68
H -4.503086 -0.987562 5.237701 0.53 0.46 -0.46 0.33
H -4.377260 0.758445 4.862014 0.18 -0.44 -0.03 0.32
H -2.890009 -0.204402 5.028891 -0.15 -0.12 -0.32 0.37
H -5.455636 -2.061439 3.187858 -0.02 0.18 -0.30 0.32
H -5.154616 -1.278052 1.602356 0.11 0.17 0.46 0.09
H -6.011115 -0.384849 2.919093 -0.18 -0.16 -0.19 0.41
H -2.860637 -2.983924 3.243746 0.09 -0.04 -0.56 0.31
H -2.967143 -5.424004 2.863610 -0.14 0.67 -0.81 0.29
H -3.166834 -6.306752 0.460965 -0.15 0.96 0.38 0.30
H -3.215395 -4.767791 -1.427278 -0.05 0.56 0.97 0.26
H -4.900536 -1.107393 -0.932386 -0.25 -0.29 -0.14 0.30
H -5.645334 -2.741033 -1.076324 -0.25 -0.22 0.65 0.36
H -6.351816 -1.389575 -1.979342 0.30 -0.01 0.16 0.53
H -4.616252 -3.229240 -4.515834 0.25 0.03 -0.33 0.41
H -5.679663 -1.784886 -4.570446 0.27 -0.17 0.33 0.32
H -6.130260 -3.239286 -3.651750 0.26 0.24 0.16 0.43
H -0.792120 -2.930335 -2.691294 -0.10 0.29 -0.32 0.27
H -0.390940 -1.236592 -3.056915 -0.38 -0.39 -0.44 0.14
H -0.517810 -2.461066 -4.400960 -0.15 0.32 0.38 0.34
H -2.333521 0.091587 -4.430268 0.11 0.08 0.13 0.02
H -3.831263 -0.842623 -4.789254 0.81 -0.01 0.15 0.18
H -2.267638 -1.291769 -5.541164 -0.05 0.25 -0.35 0.28
H -3.338492 1.962722 3.270834 -0.22 0.27 -0.24 0.43
H -1.810142 2.633859 2.527355 -0.42 -0.13 0.15 0.26
H -1.846051 2.011444 4.197977 -0.03 0.19 -0.17 0.29
H 0.176013 0.676073 2.791718 -0.24 -0.26 -0.33 0.25
H -0.529973 1.295700 1.294484 0.03 -0.48 0.23 0.08
H -0.413522 -0.481153 1.501227 -0.36 0.24 0.49 0.33
O 6.765200 -5.061530 0.138753 1.21 -0.64 0.14 -0.50
C 5.839736 -5.395485 -0.884303 -0.18 -0.22 0.41 -0.50
C 4.883322 -4.240218 -0.901891 -1.21 0.66 -1.56 0.37
C 4.114949 -3.961257 -2.040138 0.44 -0.80 0.03 -0.90
C 3.292257 -2.844570 -2.096100 0.14 0.21 0.42 0.23
N 3.109609 -2.008580 -1.066234 0.75 -1.31 1.04 0.19
C 3.777751 -2.330521 0.084372 -0.37 -0.69 -2.13 -0.02
C 4.717606 -3.363910 0.152656 0.55 -0.30 0.14 -0.50
C 3.541047 -1.578335 1.284158 -0.03 1.75 1.56 -0.16
C 3.960626 -2.158618 2.489038 0.08 0.03 0.13 -0.70
C 4.229894 -1.337947 3.577985 -0.44 0.80 -0.53 1.04
C 5.041215 -1.809277 4.750652 -0.73 -0.86 -0.28 -1.07
O 6.416686 -1.500986 4.545520 0.61 1.15 1.36 -0.53
C 3.813519 -0.012098 3.468830 0.43 -0.42 0.68 -0.88
C 3.201563 0.436435 2.311873 -0.17 0.92 0.57 0.26
N 3.110166 -0.280839 1.215441 0.60 -2.03 -0.27 0.24
H 7.587181 -5.583746 0.091361 -0.77 0.23 -0.18 0.29
H 5.288606 -6.327848 -0.616824 0.28 0.45 -0.18 0.23
H 6.306320 -5.557193 -1.873645 -0.12 0.24 0.41 0.39
H 4.200442 -4.619870 -2.907305 -0.11 0.34 0.04 0.42
H 2.814906 -2.602087 -3.043966 -0.07 -0.08 0.57 -0.53
H 5.408187 -3.487809 0.984778 -0.49 0.23 -0.09 0.81
H 4.142984 -3.235149 2.538195 0.08 0.46 0.03 0.59
H 4.953330 -2.922532 4.733182 0.11 0.69 0.54 0.27
H 4.602986 -1.372894 5.669111 0.52 -0.35 -0.21 0.42
H 6.723666 -0.818148 5.203747 -0.69 -1.10 -1.15 0.32
H 3.988933 0.675575 4.295930 -0.09 -0.04 -0.18 0.26
H 2.831719 1.470631 2.240239 0.12 -0.41 -0.05 -0.22
C -3.954039 4.949036 -3.129711 -0.62 -0.46 1.02 -1.05
C -2.691430 5.029140 -3.926631 0.71 -0.93 -0.18 -0.20
O -2.096900 3.697343 -4.054474 -0.43 0.85 -0.05 -0.45
P -0.673608 3.386781 -3.328676 -0.19 0.70 -1.22 0.66
S 0.047965 1.828634 -4.283196 0.09 -0.51 0.18 -0.49
S -0.819939 3.493543 -1.410884 -0.04 -0.29 1.05 -0.30
O 0.093271 4.735224 -3.859167 1.67 0.04 0.81 -0.48
C 1.521833 4.935051 -3.394600 -1.90 -0.78 -0.20 -0.09
C 2.421780 4.379434 -4.453397 0.48 -1.50 -1.16 -0.93
H -4.467628 5.906195 -3.083122 -0.03 0.31 -0.20 0.39
H -3.676357 4.717976 -2.082922 -0.24 -0.19 -0.50 0.18
H -4.691067 4.201318 -3.492132 0.63 0.30 0.09 0.25
H -1.976691 5.693793 -3.433228 -0.12 -0.02 -0.14 0.29
H -2.854960 5.369655 -4.948956 -0.02 0.09 -0.04 0.27
H 1.660900 4.479108 -2.382720 -0.16 0.41 -0.75 0.13
H 1.616805 6.006578 -3.340579 0.01 0.40 0.22 0.24
H 2.606904 3.285670 -4.356161 -0.36 0.68 0.16 0.20
H 3.411867 4.824547 -4.435850 0.14 0.38 0.02 0.38
H 1.983078 4.469246 -5.480777 0.30 0.29 0.92 0.25
I 3.017667 -2.182444 -5.444264 0.13 -0.42 -1.03 -0.34
I 3.924340 -5.751933 -7.335572 -0.10 0.48 0.30 -0.55
C 3.117340 6.420544 2.091290 0.37 0.66 0.09 -0.97
Si 2.612026 4.714548 2.673218 -1.11 -1.25 -1.44 0.15
C 3.796991 4.125231 4.021195 0.66 -0.39 0.91 -0.80
C 0.861275 4.863267 3.443030 0.64 -0.65 0.31 -0.99
Se 2.342261 3.401931 0.858683 0.33 0.56 0.49 -0.61
H 3.263998 7.102106 2.946780 0.00 0.00 -0.20 0.32
H 2.319377 6.836600 1.452615 0.27 -0.22 0.22 0.23
H 4.052061 6.410949 1.493889 -0.50 -0.12 0.33 0.24
H 3.704585 4.845157 4.871664 0.06 -0.53 -0.32 0.34
H 4.867444 4.172371 3.699413 -0.80 -0.09 0.08 0.27
H 3.612252 3.073565 4.420708 0.06 1.34 -0.57 0.04
H 0.929039 5.585508 4.243965 -0.29 0.40 0.50 0.41
H 0.510571 3.893734 3.874179 0.28 0.65 -0.40 0.10
H 0.150978 5.206064 2.693341 0.00 -0.04 -0.06 0.24